{"formula": "C11H15N", "method": "wB97M-V/def2-TZVPD", "symbols": ["C", "C", "H", "H", "H", "H", "H", "H", "C", "C", "C", "C", "C", "C", "C", "C", "C", "N", "H", "H", "H", "H", "H", "H", "H", "H", "H"], "xyz": [[3.7768, -0.0244, -2.4974], [3.3597, 1.2034, -3.2106], [3.9135, -0.8938, -3.1866], [4.6547, 0.0041, -1.9301], [2.9801, -0.4105, -1.8823], [2.2572, 1.1671, -3.3169], [3.6029, 1.3737, -4.1900], [3.5770, 2.0775, -2.6428], [-3.2732, -1.6345, 0.3707], [0.0277, -0.2545, 1.1037], [-1.2918, -0.0684, 0.5423], [-2.0201, -1.2576, 1.0015], [-1.1562, -2.0739, 1.7591], [0.5756, 1.7851, 0.1423], [1.0226, 0.7445, 0.9372], [-0.7507, 1.9933, -0.3942], [-1.7578, 1.1388, -0.0826], [0.0843, -1.4259, 1.8991], [1.2868, 2.6320, 0.1325], [1.9760, 0.6725, 1.4847], [-0.9902, 2.9969, -0.9365], [-2.8431, 1.2426, -0.2644], [0.7802, -1.8091, 2.3949], [-1.4912, -3.0529, 2.1829], [-3.8884, -2.4069, 0.9631], [-3.2455, -1.9186, -0.6660], [-4.2365, -1.0033, 0.5318]], "forces_ev_per_angstrom": [[-0.6321, -2.5997, -1.4974], [-2.6501, 0.2309, 1.5157], [0.0925, 0.6650, 0.1404], [1.3833, 0.4383, 0.8749], [-0.2775, 0.2223, 0.6379], [0.2700, 0.1786, 0.3656], [1.6192, 0.0399, -2.4274], [0.1704, 0.8319, 0.4185], [-5.0135, -0.9591, 2.1344], [0.0818, 0.3243, 0.3762], [0.3741, -1.4681, 2.1461], [2.1347, -0.0844, 0.0609], [-1.6568, 1.3603, -0.8736], [0.9174, 1.5939, 0.2830], [-1.7263, -0.9133, -0.0639], [0.6904, 2.5313, -0.2389], [0.4291, -2.3790, 0.3608], [-5.0037, 1.5867, -3.4070], [-0.5499, -0.3734, -0.6490], [-0.4522, 0.3919, -0.6420], [0.6722, -1.9395, 1.0835], [0.9087, 0.1330, -0.1990], [3.2344, -1.1372, 1.8187], [0.9907, 1.0573, -0.2691], [1.7537, -0.2168, -0.8493], [0.1826, -0.1003, -0.3762], [2.0569, 0.5850, -0.7238]], "lumo_ev": 0.94, "e_homo_ev": -7.77, "mol_weight_da": 161.2, "smiles": "Cc1c[nH]c2ccccc12.CC", "orbital_gap_ha": 0.3200, "total_energy_ev": -13138.5786, "multiplicity": 1, "e_above_lowest_kcal_mol": 51.0}

---

{"formula": "C11H15N", "method": "wB97M-V/def2-TZVPD", "symbols": ["C", "C", "C", "C", "C", "C", "C", "C", "C", "N", "H", "H", "H", "H", "H", "H", "H", "H", "H", "C", "C", "H", "H", "H", "H", "H", "H"], "xyz": [[-2.4655, 0.2046, -0.9334], [-0.3039, -1.9819, 1.1197], [-0.5873, -1.3193, -0.0742], [-1.8645, -0.6488, 0.1724], [-2.1553, -0.7999, 1.5169], [0.8271, -2.7936, 1.1853], [1.4923, -3.0434, -0.0148], [1.1982, -2.3893, -1.2142], [0.1273, -1.5020, -1.2386], [-1.1240, -1.5023, 2.1835], [1.1338, -3.2465, 2.1822], [2.0475, -4.0058, -0.1197], [-0.6888, -1.0513, 2.9764], [1.7177, -2.6576, -2.1090], [-2.9071, -0.4064, 2.1735], [-0.1088, -1.0755, -2.2167], [-3.4750, -0.1718, -1.0363], [-1.9029, -0.0485, -1.8274], [-2.4297, 1.2405, -0.6322], [1.3525, 3.4867, 0.4385], [1.4251, 3.2201, -1.0303], [0.7175, 3.1187, 1.2102], [2.3136, 3.3228, 0.9302], [1.2266, 4.5495, 0.5452], [1.7813, 2.2140, -1.2275], [2.1770, 3.9171, -1.3703], [0.4753, 3.3700, -1.5894]], "forces_ev_per_angstrom": [[0.0580, -1.8921, 1.4161], [3.3478, 0.1459, 0.8032], [-3.2945, 0.3705, 1.0090], [1.9400, 0.5690, -2.4096], [1.8049, -0.6968, 2.6691], [-1.0400, 0.1530, 2.1508], [0.1610, -1.8834, -1.0121], [-0.6904, 0.1858, 1.0090], [1.1748, -0.5486, -1.4905], [-1.8432, 0.4948, -2.7595], [-0.3850, 0.3571, -1.6238], [0.2905, 1.2663, 0.4713], [-0.2069, -0.4416, 0.5247], [0.2111, -0.0245, -0.3337], [-0.4342, 0.4135, -0.3068], [-0.2482, 0.1626, 0.5597], [-0.5217, 0.4654, -0.3263], [-0.1798, 0.5754, -0.1044], [-0.1195, 0.3662, -0.2478], [1.2380, 1.4231, 1.2805], [-0.7956, -0.8169, -0.3086], [-1.4344, -1.1681, -0.2924], [0.3891, -0.0880, -0.3915], [-0.1386, 0.7088, 0.1591], [0.0426, -0.2046, -0.2510], [0.0646, 0.0598, -0.6079], [0.6095, 0.0475, 0.4136]], "lumo_ev": [-3.95, -7.36], "e_homo_ev": [-13.45, -13.60], "mol_weight_da": 161.2, "orbital_gap_ha": [0.3491, 0.2295], "total_charge": 1, "total_energy_ev": -13131.4795, "multiplicity": 2, "e_above_lowest_kcal_mol": 39.8}

---

{"formula": "C11H15N3", "method": "wB97M-V/def2-TZVPD", "symbols": ["C", "C", "C", "C", "C", "C", "C", "C", "C", "C", "C", "N", "N", "N", "H", "H", "H", "H", "H", "H", "H", "H", "H", "H", "H", "H", "H", "H", "H"], "xyz": [[2.4590, 2.6246, 0.0332], [1.3682, 3.3886, 0.5768], [0.1578, -0.4020, 2.6817], [-0.7658, -1.5340, 2.5077], [2.2371, 1.3209, 0.2688], [0.4545, 2.5295, 1.0842], [0.4689, 0.0870, 1.4481], [-0.3085, 0.2491, -1.6340], [-2.2299, -1.2134, -1.1374], [-0.0373, -2.2585, -1.6593], [-0.7371, -1.0329, -0.9823], [-0.9883, -1.8642, 1.2847], [1.0293, 1.2489, 0.9470], [-0.4564, -1.0511, 0.4420], [3.1915, 2.9791, -0.6569], [1.2047, 4.3656, 0.2583], [0.4319, 0.1558, 3.6119], [-1.2407, -2.3334, 3.1722], [2.6473, 0.3871, 0.1254], [-0.4175, 2.5379, 1.7216], [-0.8345, 1.0823, -1.0742], [0.7537, 0.1557, -1.6481], [-0.7215, 0.1998, -2.7186], [-2.5931, -1.9121, -0.3228], [-2.6882, -0.1825, -0.8914], [-2.6730, -1.5882, -2.0430], [-0.4289, -3.2353, -1.1947], [-0.2565, -2.3670, -2.6982], [0.9731, -2.3374, -1.5029]], "forces_ev_per_angstrom": [[-0.0801, 0.4392, -0.6171], [0.2806, -0.9636, -1.1382], [-0.8641, 0.3404, -0.4890], [0.2857, -1.3437, 2.2594], [-2.2115, 0.7807, 1.4286], [0.8925, -1.9001, 0.8361], [-2.7879, -2.8693, -1.8180], [-1.9772, -0.1042, -0.9944], [-2.0338, 1.0410, 2.6524], [-2.9965, -1.5139, 1.4782], [-0.2618, -2.3995, -1.2751], [-0.5067, -0.1579, -1.3644], [-0.4702, -0.1260, 0.5296], [3.2894, 4.2201, 2.5991], [0.5222, 0.3967, 0.0931], [-0.2104, 1.6911, 0.2495], [-0.2146, -0.9931, -0.9355], [1.1481, 1.9031, -0.0921], [1.4943, -1.4279, -0.7338], [-0.1525, 0.5832, -0.3977], [1.2862, -0.5291, -0.8289], [0.8650, 1.2126, -0.1134], [0.8141, 0.2694, 1.7905], [0.3361, 0.7754, -0.9812], [0.3033, -1.5528, -0.4366], [0.5019, 0.0637, -0.7567], [0.2501, 1.4396, -0.4508], [-0.1805, 0.3468, -0.8420], [2.6784, 0.3784, 0.3482]], "lumo_ev": 0.88, "e_homo_ev": -8.37, "mol_weight_da": 189.3, "smiles": "CC(C)(C)n1nccc1-n1cccc1", "orbital_gap_ha": 0.3402, "total_energy_ev": -16116.9116, "multiplicity": 1, "e_above_lowest_kcal_mol": 85.0}

---

{"formula": "C11H15N3", "method": "wB97M-V/def2-TZVPD", "symbols": ["C", "C", "C", "C", "C", "C", "C", "C", "C", "C", "C", "H", "H", "H", "H", "H", "H", "H", "H", "H", "H", "H", "H", "H", "H", "H", "N", "N", "N"], "xyz": [[-4.2434, -0.6751, -0.8680], [-3.1802, 0.5566, -0.4436], [-2.7438, 0.2019, 1.1051], [-0.4784, -0.1105, 0.3768], [0.8928, 1.7952, -0.1042], [2.1507, 0.8494, -0.0176], [3.4372, 1.2395, -0.0567], [4.3911, 0.2184, -0.0283], [4.1571, -1.1548, -0.0999], [2.9782, -1.5140, -0.1295], [1.8890, -0.5645, -0.1601], [-5.1923, -0.6337, 0.2960], [-4.7508, -0.3575, -1.8073], [-3.8189, -1.7995, -1.2498], [-3.8995, 1.5341, -0.4127], [-1.9133, 0.5564, -1.1782], [-3.1964, -0.2960, 1.8701], [-1.9794, 0.9048, 1.5219], [-1.8895, -1.5256, 0.2940], [0.7540, 2.1241, -1.1103], [0.8914, 2.7963, 0.4667], [3.6093, 2.2069, -0.2290], [5.4315, 0.6530, 0.4363], [4.9515, -1.9174, 0.0412], [2.7538, -2.5633, -0.0171], [0.5587, -1.8625, 0.5537], [-1.6505, -0.7804, 0.7149], [-0.4244, 1.1295, 0.1510], [0.5142, -1.0111, 0.0844]], "forces_ev_per_angstrom": [[-0.1962, 0.1422, 1.2823], [-1.1606, -0.7578, 0.7337], [5.4656, 0.5775, -4.9129], [-0.2218, -2.0649, -0.9997], [-0.5621, -0.2995, 0.8526], [-4.1409, -2.0572, -1.4166], [0.4468, -4.3585, -0.0130], [4.3743, 2.9105, 1.8763], [9.3301, 3.1642, 1.1066], [-11.2966, -2.2819, -0.5551], [-0.5337, 1.1176, 2.0774], [2.8045, -0.6554, -3.9450], [-0.1518, -0.0499, 0.9867], [-0.9317, 3.0264, 1.9539], [2.1562, -2.0448, -0.7125], [-4.7655, 0.5726, 2.2237], [-2.7830, -0.8822, 1.4992], [-1.9320, 0.5945, -0.0946], [-1.8173, -6.6332, -3.9327], [0.4572, 0.3004, -1.0396], [0.5179, -1.7904, -0.3106], [1.4118, 3.7315, 0.1590], [-2.0652, -1.4571, -1.9968], [-0.3195, 0.9505, -0.2068], [-0.4797, -0.2807, -0.3091], [-0.6343, -1.5070, 0.9647], [2.2899, 7.6853, 5.3633], [1.4649, 1.3530, 1.0220], [3.2732, 0.9943, -1.6562]], "lumo_ev": 0.82, "e_homo_ev": -7.87, "mol_weight_da": 189.3, "orbital_gap_ha": 0.3192, "total_energy_ev": -16112.7492, "multiplicity": 1, "e_above_lowest_kcal_mol": 181.0}